This record from OMol25 describes a cluster of 8 separate species, C24H48O24 in total in a non-equilibrium geometry. The level of theory is wB97M-V/def2-TZVPD.

```
! RIJCOSX wB97M-V def2-TZVPD def2/J DEFGRID3
* xyz 0 1
C 1.463 0.858 -0.418
O 0.301 1.430 -0.958
C -0.752 0.663 -1.178
O -0.793 -0.518 -0.935
O -1.693 1.373 -1.750
C -2.925 0.672 -1.944
H 1.383 0.248 0.480
H 2.081 1.744 -0.249
H 2.085 0.279 -1.111
H -3.342 0.372 -0.981
H -2.607 -0.124 -2.612
H -3.797 1.229 -2.287
C 2.213 -0.477 -4.057
O 1.336 -1.461 -4.580
C 0.130 -1.067 -4.979
O -0.243 0.066 -5.130
O -0.588 -2.147 -5.210
C -1.929 -1.982 -5.650
H 1.620 0.344 -3.643
H 2.943 -0.099 -4.768
H 2.681 -0.929 -3.184
H -2.541 -1.705 -4.787
H -2.236 -2.976 -5.961
H -2.090 -1.215 -6.404
C 4.540 5.954 0.629
O 4.532 5.237 -0.580
C 3.467 4.559 -0.993
O 2.448 4.407 -0.378
O 3.788 4.076 -2.204
C 2.975 3.103 -2.853
H 5.465 5.725 1.153
H 3.727 5.671 1.303
H 4.430 7.022 0.444
H 1.907 3.222 -2.673
H 3.335 2.101 -2.616
H 3.170 3.305 -3.905
C 5.289 1.228 -0.129
O 6.429 2.020 -0.407
C 7.516 1.825 0.318
O 7.600 1.077 1.258
O 8.474 2.611 -0.150
C 9.582 2.816 0.724
H 4.436 1.880 0.068
H 5.465 0.554 0.704
H 4.967 0.644 -0.993
H 9.285 2.996 1.753
H 10.200 3.563 0.236
H 10.213 1.920 0.745
C 1.309 3.607 2.608
O 1.086 2.491 3.447
C 1.711 2.425 4.620
O 2.567 3.170 4.993
O 1.267 1.341 5.225
C 1.740 0.973 6.497
H 1.065 3.242 1.610
H 2.330 3.980 2.627
H 0.580 4.404 2.766
H 2.800 1.167 6.663
H 1.468 -0.054 6.715
H 1.235 1.589 7.251
C -3.349 -1.578 4.254
O -3.455 -0.330 3.549
C -2.394 0.120 2.854
O -2.459 1.086 2.151
O -1.288 -0.568 3.108
C -0.206 -0.458 2.208
H -2.831 -1.377 5.192
H -2.793 -2.292 3.650
H -4.330 -2.001 4.445
H 0.549 -1.175 2.516
H 0.228 0.543 2.147
H -0.492 -0.687 1.177
C -3.708 -1.869 0.364
O -3.494 -3.157 0.955
C -4.452 -3.630 1.696
O -5.437 -3.049 2.050
O -4.196 -4.891 2.058
C -5.137 -5.480 2.925
H -2.811 -1.589 -0.178
H -3.960 -1.146 1.139
H -4.547 -1.950 -0.326
H -4.764 -6.451 3.258
H -6.080 -5.731 2.439
H -5.217 -4.863 3.820
C -6.350 -6.026 -1.612
O -6.157 -4.630 -1.688
C -5.499 -4.071 -2.678
O -4.950 -4.575 -3.611
O -5.469 -2.751 -2.404
C -5.242 -1.860 -3.460
H -7.354 -6.231 -1.241
H -5.632 -6.427 -0.896
H -6.292 -6.518 -2.583
H -4.676 -2.294 -4.291
H -4.658 -0.959 -3.281
H -6.201 -1.561 -3.889
*
```

Computed properties:
LUMO energy: 0.510 eV
F_max: 0.0438 Eh/bohr
HOMO level: -0.390 hartree
SMILES string: COC(=O)OC.COC(=O)OC.COC(=O)OC.COC(=O)OC.COC(=O)OC.COC(=O)OC.COC(=O)OC.COC(=O)OC
energy above the lowest of the compared OMol25 structures with the same formula, charge and spin: 183.3 kJ/mol
HOMO-LUMO gap: 11.1229 eV
total energy: -2749.0275 Eh